1.
# C13H5BBrF4N3O9Y

A molecular structure, C13H5BBrF4N3O9Y at a distorted geometry (ωB97M-V with the def2-TZVPD basis set, the OMol25 dataset).

## Properties
* energy above the lowest of the compared OMol25 structures with the same formula, charge and spin: 0.2751 eV
* gap between HOMO and LUMO: 8.743 eV
* charge: -1
* highest occupied orbital energy: -0.2466 Eh
* 2S+1: 1

The geometry in XYZ format:
```
37
Properties=species:S:1:pos:R:3:forces:R:3
Y 0.104 -0.716 0.347 1.0 0.4 0.3
Br 0.159 -5.355 -5.798 0.0 0.0 -0.1
F 2.498 -1.280 0.306 0.2 0.2 0.2
F 1.805 0.873 0.078 0.3 -0.1 0.1
F 1.742 -0.137 2.102 0.3 0.1 -0.3
F 3.837 0.443 1.180 -0.6 -0.2 -0.1
O -1.163 -0.492 1.984 -1.4 -0.2 1.0
O -0.371 -2.861 0.116 0.2 -0.5 -0.7
O -7.258 -0.848 3.312 -0.1 -0.2 0.1
O -3.511 0.359 -1.388 -0.1 0.1 -0.3
O -1.422 0.295 -0.583 -1.7 0.4 -0.6
O -1.328 -1.698 4.391 0.3 0.1 0.1
O 0.438 -1.811 -1.670 -0.1 -0.4 -0.1
O -7.358 -0.254 1.249 -0.1 -0.2 -0.1
O -3.152 -1.387 5.481 0.1 0.2 0.1
N -6.747 -0.587 2.242 0.9 0.5 0.0
N -0.158 -6.525 -1.862 0.0 0.6 -0.3
N -2.477 -1.340 4.466 -0.4 -0.2 -1.0
C -0.071 -6.478 -3.198 0.0 -0.2 0.4
C 0.038 -5.298 -3.916 0.0 -0.1 0.1
C -5.251 -0.589 2.160 -1.4 -0.2 0.2
C -3.259 -0.248 0.889 -0.6 0.1 -0.2
C -0.143 -5.347 -1.221 -0.1 -0.6 -0.1
C -2.733 0.166 -0.486 1.0 0.1 0.5
C -3.170 -0.920 3.195 0.1 -0.3 1.4
C -2.467 -0.569 2.033 1.1 0.5 -0.8
C 0.018 -2.849 -1.110 -0.2 -0.5 0.3
C 0.067 -4.096 -3.247 0.1 0.1 -0.2
C -0.030 -4.132 -1.871 0.0 0.3 0.1
C -4.640 -0.263 0.976 0.4 0.1 -0.3
C -4.542 -0.922 3.280 0.1 -0.1 0.1
B 2.574 -0.006 0.949 0.8 0.3 0.2
H 0.170 -3.146 -3.753 0.0 0.0 0.0
H -5.027 -1.185 4.206 0.0 0.0 0.0
H -0.223 -5.362 -0.142 0.0 -0.1 0.0
H -5.209 -0.010 0.095 0.0 0.0 0.0
H -0.088 -7.425 -3.725 0.0 0.0 0.0
```
Forces are in eV/Å.

=====

2.
# C13H6BrCl4O4S

2 unconnected molecules or ions with the total composition C13H6BrCl4O4S at a distorted geometry (ωB97M-V with the def2-TZVPD basis set, the OMol25 dataset).

## Properties
* energy above the lowest of the compared OMol25 structures with the same formula, charge and spin: 2.8831 eV
* gap between HOMO and LUMO: 2.988 eV
* charge: -1
* highest occupied orbital energy: -0.1087 Eh
* 2S+1: 1

The geometry in XYZ format:
```
29
Properties=species:S:1:pos:R:3:forces:R:3
Br 0.371 1.115 -1.557 0.5 -0.1 0.1
Cl 3.168 -6.149 -2.393 0.0 0.2 0.0
Cl 4.428 -3.444 -3.260 -0.1 -0.1 0.1
Cl 1.202 -6.274 -0.006 0.0 0.2 0.1
Cl 3.743 -0.835 -1.743 -0.2 -0.2 0.3
S -1.838 0.439 0.574 1.1 -2.0 -1.8
O 1.908 -1.281 0.454 0.2 -0.7 0.0
O 0.760 -3.669 1.202 0.5 0.2 -0.4
O -0.785 -0.101 1.512 -2.7 1.2 -1.1
O -3.265 -0.049 0.569 2.8 0.7 0.5
C 1.898 -4.773 -0.477 0.9 -1.5 -1.5
C 1.539 -3.603 0.266 -1.6 -0.3 1.7
C 2.149 -2.317 -0.140 -0.4 2.1 0.9
C 2.767 -4.712 -1.530 -1.2 -1.5 1.0
C 3.340 -3.484 -1.923 0.6 2.1 -0.2
C -0.847 4.229 1.590 0.1 0.1 0.0
C -1.253 0.322 -1.107 -1.6 0.8 2.1
C -0.796 2.869 1.352 0.6 -0.1 0.2
C -1.898 2.215 0.856 0.0 -0.7 0.2
C -2.008 4.929 1.330 0.1 0.3 0.1
C -3.113 4.270 0.832 -0.2 0.0 -0.1
C 3.043 -2.328 -1.257 1.4 -0.4 -1.9
C -3.055 2.911 0.596 -0.6 0.0 -0.2
H 0.014 4.741 1.987 0.2 0.1 0.0
H 0.095 2.304 1.572 0.1 -0.1 0.0
H -2.051 5.990 1.517 0.0 0.2 0.0
H -1.574 -0.512 -1.685 -0.2 -0.4 -0.1
H -3.916 2.380 0.229 -0.1 -0.1 -0.1
H -4.025 4.814 0.640 -0.1 0.1 -0.1
```
Forces are in eV/Å.

=====

3.
# C13H7ClF3N5PtS

A molecular structure, C13H7ClF3N5PtS at a distorted geometry (ωB97M-V with the def2-TZVPD basis set, the OMol25 dataset).

## Properties
* gap between HOMO and LUMO (alpha / beta): 5.263 / 5.269 eV
* charge: +2
* highest occupied orbital energy (alpha / beta): -0.5967 / -0.5969 Eh
* 2S+1: 1

The geometry in XYZ format:
```
31
Properties=species:S:1:pos:R:3:forces:R:3
Pt -0.901 -0.752 -0.208 -0.5 0.1 0.2
Cl -3.347 4.142 -0.654 0.0 0.0 0.0
S -0.263 -0.956 1.977 -0.1 0.0 -0.3
F 2.204 -2.916 3.564 0.0 0.0 0.0
F 2.072 -0.783 3.895 0.0 0.0 0.0
F 4.009 -1.714 3.572 0.0 0.0 0.0
N -7.404 -2.061 -0.886 -0.6 0.0 0.0
N -4.948 -1.932 -0.777 -0.9 -0.6 -0.2
N -2.768 -0.981 -0.483 0.0 -0.2 0.0
N -0.795 1.170 -0.799 0.1 -0.2 0.1
N 1.104 -0.991 -0.069 0.3 0.2 -0.2
C 2.563 -1.511 1.735 0.0 0.0 0.1
C -1.917 3.255 -0.909 0.0 0.0 0.0
C 1.326 -1.172 1.236 0.0 0.0 0.0
C 3.341 -1.529 -0.549 0.0 0.0 0.0
C 0.334 1.729 -1.274 -0.1 0.0 -0.1
C -3.888 -1.441 -0.617 1.0 0.6 0.2
C 3.589 -1.674 0.815 0.0 0.0 0.0
C 2.735 -1.740 3.226 0.0 0.0 0.0
C 0.363 3.068 -1.594 0.0 0.0 0.0
C -6.261 -1.985 -0.834 0.8 0.1 0.1
C -0.767 3.850 -1.413 0.0 0.0 0.0
C -1.907 1.905 -0.602 0.0 0.1 0.0
C 2.073 -1.198 -0.978 0.0 0.0 0.1
H 1.813 -1.091 -2.023 0.0 0.0 0.0
H 1.198 1.104 -1.404 0.0 0.0 0.0
H -2.780 1.418 -0.202 0.0 0.0 0.0
H 4.581 -1.933 1.165 0.0 0.0 0.0
H 1.278 3.493 -1.982 0.0 0.0 0.0
H -0.762 4.905 -1.652 0.0 0.0 0.0
H 4.128 -1.677 -1.274 0.0 0.0 0.0
```
Forces are in eV/Å.

=====

4.
# C13H7N3O3Zn

A molecular structure, C13H7N3O3Zn at a distorted geometry (ωB97M-V with the def2-TZVPD basis set, the OMol25 dataset).

## Properties
* gap between HOMO and LUMO: 5.624 eV
* charge: +2
* highest occupied orbital energy: -0.5403 Eh
* 2S+1: 1

The geometry in XYZ format:
```
27
Properties=species:S:1:pos:R:3:forces:R:3
Zn -1.296 3.447 -1.291 -0.1 -1.2 -0.6
O -1.358 3.217 -5.080 0.2 0.1 3.2
O -4.504 3.621 -0.757 4.6 -0.2 -1.2
O 0.188 6.085 -0.416 -2.6 -4.8 -2.2
N -0.087 -0.053 0.510 -0.9 1.9 -0.3
N 3.192 -5.974 1.097 -1.4 2.4 -0.4
N -0.801 1.893 -0.230 0.2 0.2 -0.2
C -1.305 3.260 -3.944 -0.1 0.0 -2.4
C 0.001 0.854 -0.493 -0.4 -0.7 0.7
C 1.677 -1.551 -0.246 -0.1 -0.2 0.4
C 0.732 -3.511 1.530 -0.3 0.4 0.1
C -0.330 5.139 -0.840 3.0 5.7 2.3
C -3.391 3.581 -1.039 -4.9 0.3 1.2
C -0.962 0.464 1.474 0.4 0.1 -0.8
C 0.556 -1.308 0.558 0.7 -1.5 0.3
C 0.069 -2.280 1.442 0.2 -0.1 -0.3
C 2.606 -4.970 0.951 1.5 -2.5 0.3
C -1.392 1.665 1.013 0.3 -0.5 -0.4
C 2.363 -2.760 -0.101 -0.2 0.3 -0.2
C 1.897 -3.740 0.785 -0.5 0.6 0.0
H -0.830 -2.084 2.039 0.5 -0.3 -0.3
H -2.069 2.368 1.466 0.0 0.0 0.1
H 0.616 0.706 -1.377 -0.3 0.1 0.2
H 0.335 -4.286 2.189 0.2 0.3 -0.2
H 3.263 -2.943 -0.680 -0.2 0.0 0.1
H 2.018 -0.785 -0.946 0.2 -0.4 0.3
H -1.188 -0.055 2.386 0.0 0.0 0.1
```
Forces are in eV/Å.

=====

5.
# C13H80FN6O30S

26 unconnected molecules or ions with the total composition C13H80FN6O30S at a distorted geometry (ωB97M-V with the def2-TZVPD basis set, the OMol25 dataset).

## Properties
* gap between HOMO and LUMO: 8.449 eV
* charge: +1
* highest occupied orbital energy: -0.4094 Eh
* 2S+1: 1

The geometry in XYZ format:
```
131
Properties=species:S:1:pos:R:3:forces:R:3
S 5.424 0.804 -0.790 1.6 0.6 0.7
F -1.382 -4.210 -1.855 -0.9 -0.4 0.2
O -0.463 -1.121 4.580 0.2 0.0 0.1
O 7.161 3.982 -3.021 0.0 -0.2 -0.1
O 6.200 1.989 -0.708 -0.2 1.6 -0.2
O -0.510 -2.783 -8.402 0.1 0.0 0.1
O 2.389 -2.726 -4.852 0.1 0.4 -0.1
O -5.357 4.251 6.016 -0.1 0.1 -0.1
O -4.863 -7.040 -0.555 0.2 -0.2 0.0
O -2.844 0.881 -4.902 -0.3 -0.7 0.3
O 3.346 -0.389 8.559 0.2 0.0 0.3
O -2.891 5.962 2.573 0.1 0.1 0.1
O -2.056 1.563 5.852 0.1 -0.1 -0.1
O 1.079 -0.013 7.063 -0.3 -0.2 -0.2
O 6.209 -0.368 -0.702 -0.1 -2.1 0.0
O 6.279 -0.134 -4.809 -0.3 -0.1 0.4
O -4.624 2.247 1.997 -0.2 0.1 0.0
O 8.238 -1.401 -2.631 -0.2 0.1 0.0
O -2.546 -5.923 0.650 -0.2 -0.1 0.1
O -1.597 -2.058 -5.708 -0.2 0.2 0.3
O -6.389 0.689 7.032 -0.1 0.0 0.1
O -1.922 2.874 -4.604 0.5 1.7 -0.6
O 1.112 3.234 -3.319 0.4 -0.3 0.0
O -0.951 -6.253 3.110 0.2 -0.1 -0.1
O -4.841 1.697 4.862 0.3 -0.2 -0.2
O 1.291 -5.442 1.185 -0.1 0.0 -0.1
O 11.230 -0.204 -2.275 -0.1 -0.1 -0.1
O 1.404 5.587 -5.378 0.0 -0.2 -0.1
O -6.425 -5.022 -1.804 -0.1 0.1 -0.1
O 4.183 3.925 -0.335 -0.2 -0.1 0.1
O -4.052 6.833 5.128 -0.1 -0.1 -0.1
O 4.729 0.830 -2.197 -0.9 -0.1 0.1
N -2.300 2.319 0.190 -0.2 0.2 -0.1
N -0.984 0.501 -2.556 0.3 0.1 -1.0
N -2.630 -1.336 2.793 -0.7 0.0 -0.1
N 0.119 -1.202 -1.356 0.1 -0.1 -1.0
N -1.682 0.073 -0.456 1.3 -0.6 1.5
N -0.195 0.326 -3.700 -0.3 0.2 -0.3
C -0.814 -0.192 -1.464 -0.5 0.2 0.1
C -0.114 -2.280 -2.330 0.6 0.1 0.2
C 4.241 0.843 0.513 -1.0 -1.0 -0.4
C -2.250 1.839 -4.156 0.0 -1.0 0.5
C -2.957 -0.938 1.440 0.3 -0.5 0.2
C -0.150 -3.632 -1.661 0.2 0.4 -0.5
C -2.042 1.506 -2.691 0.3 0.1 -0.7
C 1.537 -0.822 -1.195 -0.2 -0.2 0.9
C -1.845 3.620 0.705 -0.2 -1.2 -0.4
C 3.322 -0.395 0.603 -0.4 0.9 -0.9
C -1.774 -1.077 0.480 -0.6 0.5 0.3
C 1.843 -0.184 0.148 1.3 -0.3 -0.1
C -1.274 1.327 0.290 -1.6 0.8 -0.8
H -1.894 -1.992 -0.062 0.0 -0.4 -0.6
H -5.709 -7.477 -0.683 -0.1 0.0 0.1
H 0.533 -5.642 1.753 -0.1 0.3 0.0
H 7.814 -1.079 -1.824 0.0 0.0 0.0
H -3.343 0.061 1.475 -0.3 0.5 -0.1
H 1.238 -0.660 0.894 -0.6 0.0 0.4
H -2.153 0.405 -5.374 0.1 -0.2 -0.5
H 1.338 0.908 7.154 0.0 0.0 0.0
H 0.270 2.870 -3.596 -0.4 0.2 -0.2
H 0.566 -4.264 -2.147 0.5 -0.6 0.0
H 4.564 -0.094 -2.436 0.0 -0.1 -0.5
H 3.651 -0.246 9.461 0.0 0.0 0.0
H -0.006 -3.568 -8.633 -0.1 -0.1 0.0
H -1.543 3.524 1.734 0.3 0.3 0.6
H -4.913 6.793 4.698 0.0 0.1 0.0
H 1.063 -5.837 0.339 0.0 -0.1 0.0
H 1.950 -0.233 -2.000 -0.1 0.4 -0.6
H -2.393 -2.262 -5.204 0.0 0.0 0.0
H 3.791 -1.160 0.013 0.2 -0.8 -0.1
H 1.498 -0.444 7.820 0.2 0.1 -0.2
H 1.691 0.875 0.119 -0.6 0.7 0.2
H 0.046 -3.510 -0.612 0.1 -0.3 0.6
H 0.346 -1.026 5.103 -0.1 0.2 0.2
H 6.211 4.101 -3.110 0.0 0.1 0.0
H 3.696 1.765 0.455 -0.1 0.6 0.0
H -2.829 1.344 5.318 0.0 0.2 0.0
H 0.720 5.418 -6.034 -0.1 0.1 0.0
H -5.479 2.182 1.561 0.0 0.0 0.0
H 6.489 0.778 -4.582 0.1 0.0 -0.1
H 7.248 3.264 -2.384 0.0 0.1 0.1
H -3.734 -1.586 1.077 -0.6 -0.2 -0.3
H 9.175 -1.394 -2.418 0.0 -0.1 0.1
H -7.314 -5.119 -2.159 0.0 0.1 -0.1
H 4.912 3.338 -0.591 0.1 0.4 0.0
H -2.285 -5.573 -0.206 0.1 0.1 -0.1
H -1.398 0.896 5.618 0.1 -0.1 0.1
H 3.021 -2.188 -5.354 -0.1 -0.2 0.2
H 0.659 -2.274 -3.076 0.5 0.0 -0.4
H 2.071 6.092 -5.853 0.0 0.0 0.1
H 10.732 -0.356 -3.084 0.1 0.1 -0.1
H -0.312 -0.592 -4.104 0.1 -0.2 0.0
H -3.398 -6.361 0.482 0.1 0.0 0.0
H -1.031 -2.116 -2.865 -0.7 0.0 -0.1
H -2.895 6.254 3.496 -0.1 0.0 0.0
H -0.996 -1.739 5.093 0.0 0.0 0.0
H -2.667 4.291 0.634 -0.5 0.6 0.1
H -6.052 4.005 5.398 0.0 -0.1 0.0
H 3.304 -0.703 1.626 0.1 -0.3 0.6
H -1.038 3.976 0.086 0.5 0.2 -0.2
H -1.743 -6.512 2.620 0.1 0.3 -0.2
H 11.993 0.301 -2.570 0.1 0.0 0.1
H 6.630 -0.641 -4.062 0.4 0.0 -0.2
H -0.878 -1.181 1.062 0.6 0.1 0.3
H 1.700 -2.938 -5.491 -0.1 -0.1 0.0
H -4.246 7.129 6.024 0.1 0.0 0.1
H -1.909 -2.034 2.822 0.2 -0.2 0.1
H 4.131 -0.672 8.082 0.0 0.0 -0.1
H -4.695 4.689 5.466 0.1 0.0 0.2
H -6.557 -4.736 -0.894 0.1 0.0 0.0
H 4.867 0.847 1.381 0.6 0.3 0.4
H -0.290 -6.900 2.843 -0.1 -0.3 0.3
H -4.845 1.983 5.786 -0.2 0.2 0.0
H -3.105 2.045 0.740 -0.1 0.0 0.0
H 1.442 3.678 -4.115 0.0 0.3 0.2
H 2.074 -1.750 -1.199 0.2 -0.7 -0.2
H 0.012 -2.053 -8.751 -0.1 0.1 0.0
H -4.876 0.735 4.913 -0.2 0.0 0.0
H -1.051 1.077 1.317 0.4 -0.5 0.4
H -2.230 6.521 2.154 0.0 0.0 0.0
H 0.765 0.610 -3.601 0.2 0.1 0.2
H -1.733 2.411 -2.220 0.1 0.6 0.5
H -1.767 -2.421 -6.588 0.4 0.0 -0.1
H 3.505 3.814 -1.006 -0.1 0.1 -0.2
H -4.830 2.524 2.902 0.2 -0.3 0.1
H -6.588 0.973 7.930 0.1 0.0 0.0
H -7.249 0.621 6.608 0.0 0.0 0.0
H -4.650 -6.691 -1.427 -0.2 0.1 0.0
H -2.936 1.154 -2.230 -0.6 -0.3 0.5
H -0.421 1.761 -0.199 0.8 0.0 0.0
H -2.344 -0.542 3.329 0.4 0.2 0.3
```
Forces are in eV/Å.

=====

6.
# C13H8Cl2F9MnO4S4Sb

A molecular structure, C13H8Cl2F9MnO4S4Sb at a distorted geometry (ωB97M-V with the def2-TZVPD basis set, the OMol25 dataset).

## Properties
* energy above the lowest of the compared OMol25 structures with the same formula, charge and spin: 0.0000 eV
* gap between HOMO and LUMO (alpha / beta): 6.103 / 6.254 eV
* charge: -2
* highest occupied orbital energy (alpha / beta): -0.0876 / -0.0880 Eh
* 2S+1: 4

The geometry in XYZ format:
```
42
Properties=species:S:1:pos:R:3:forces:R:3
Sb 2.282 1.714 -1.584 -0.2 -0.2 0.0
Mn -0.383 0.035 -0.348 -1.0 -0.2 0.3
Cl -6.977 -4.395 2.421 0.1 0.0 -0.1
Cl 0.344 0.804 1.526 0.2 0.2 0.7
S 1.673 -0.579 -1.007 0.7 -0.1 -0.2
S -0.141 1.950 -1.430 0.2 0.7 -0.4
S 3.495 2.832 -0.041 -0.1 -0.1 0.0
S 2.965 1.844 -3.738 0.0 0.0 0.0
F -5.243 1.255 -1.644 0.3 -0.2 0.1
F -5.763 0.124 0.787 0.2 0.0 0.2
F -4.359 -0.737 -1.537 0.0 0.3 -0.1
F -4.317 0.630 2.341 -0.1 -0.2 -0.4
F -3.211 0.929 -2.316 -0.2 -0.1 0.0
F -4.082 -1.187 1.186 -0.2 0.2 0.1
F -3.145 3.082 -0.729 -0.2 0.0 0.3
F -4.838 2.830 0.616 0.3 -0.1 0.0
F -2.798 2.706 1.374 -0.3 0.1 -0.2
O -0.792 -2.033 0.213 -0.1 -0.1 -0.3
O -1.208 -1.210 -1.786 0.0 -0.3 0.2
O -2.284 0.360 0.224 -0.2 0.2 -0.3
O -1.877 -4.481 -0.483 0.1 0.0 -0.3
C -4.319 -4.889 2.124 0.0 0.0 0.1
C -4.091 0.582 -1.384 0.2 -0.1 0.2
C -1.192 -2.175 -0.965 0.1 0.2 0.1
C -1.834 -5.372 2.074 -0.1 0.0 0.0
C -3.513 0.836 0.061 0.1 0.1 0.2
C -5.425 -3.858 0.254 0.0 0.0 -0.1
C -3.080 -4.384 0.140 0.0 0.1 0.0
C -5.468 -4.386 1.527 0.1 0.0 0.0
C -3.577 2.391 0.340 0.1 -0.3 0.0
C -1.555 -3.546 -1.501 0.0 -0.1 0.2
C -4.221 -3.860 -0.444 -0.2 0.1 0.0
C -4.444 0.095 1.106 0.3 0.1 -0.1
C -3.112 -4.885 1.443 0.0 -0.1 0.2
H -6.313 -3.426 -0.192 0.1 0.0 0.0
H -1.463 -6.271 1.572 0.0 0.1 0.0
H -2.325 -3.454 -2.263 -0.1 0.0 0.0
H -1.988 -5.599 3.131 0.0 0.0 -0.1
H -1.056 -4.610 1.977 -0.1 0.0 0.0
H -4.190 -3.416 -1.428 0.0 0.0 0.0
H -4.364 -5.263 3.140 0.0 0.0 0.0
H -0.656 -3.931 -1.976 0.1 0.0 -0.1
```
Forces are in eV/Å.

=====

DFT total energy list, top to bottom, in a.u.: -4376.9309, -5612.8469, -2049.9369, -2668.2696, -3626.8111, -5604.6164